48
Properties=species:S:1:pos:R:3:forces:R:3 method="wB97M-V/def2-TZVPD" total_energy_ev=-37936.003 max_force_ev_per_a=0.8 homo_energy_ha=-0.203 lumo_ha=0.1034 orbital_gap_ha=0.3068 charge=-1
C 4.49437 -2.31088 -0.18988 0.34 0.25 0.17
C 5.01478 -1.63262 -1.41892 0.02 0.06 -0.18
O 5.73533 -2.14926 -2.22329 0.02 0.05 0.00
O 4.59818 -0.34481 -1.66989 -0.02 -0.01 0.07
C 4.04438 0.44351 -0.68626 0.25 -0.15 0.28
O 4.62078 0.62217 0.35411 -0.15 -0.20 -0.06
C 2.79310 1.13592 -1.10657 0.09 0.07 -0.24
C 1.58792 0.26999 -1.56653 -0.37 0.24 -0.37
O 1.95890 -0.96664 -2.06631 0.04 -0.25 0.24
Al 1.09668 -2.33623 -1.27855 -0.32 0.30 0.22
O 0.50519 -1.21812 0.00874 0.00 0.06 -0.31
C 0.37620 0.08258 -0.52695 0.44 -0.54 0.40
C -0.89542 0.20942 -1.37859 -0.27 0.23 0.11
C -2.23539 -0.04921 -0.72381 -0.16 -0.18 0.13
C -3.36741 0.60318 -1.22167 -0.09 -0.12 0.17
C -4.62735 0.41018 -0.66557 0.24 -0.13 0.08
C -4.80536 -0.44663 0.42148 0.21 0.01 -0.06
C -6.16988 -0.64357 1.02962 0.14 0.06 -0.16
C -3.68090 -1.10718 0.91218 0.09 0.15 -0.19
C -2.41812 -0.92271 0.35114 -0.24 0.15 -0.10
C 0.39250 1.03920 0.65909 -0.03 0.21 0.00
C -0.56152 2.03272 0.86330 0.16 0.13 0.04
C -0.51741 2.85245 1.98981 0.13 -0.08 0.04
C 0.48630 2.69369 2.93103 -0.02 -0.04 -0.10
C 1.45120 1.70904 2.73688 -0.11 0.04 -0.04
C 1.39950 0.89411 1.61907 -0.22 -0.02 0.13
H 4.72359 -3.36701 -0.28670 -0.18 -0.04 0.00
H 3.42738 -2.15162 -0.04813 0.15 -0.04 -0.05
H 5.01424 -1.91204 0.67872 0.08 0.08 0.07
H 3.08619 1.75059 -1.96290 0.06 -0.04 -0.03
H 2.53166 1.80841 -0.29966 -0.07 0.14 0.01
H 1.16027 0.84694 -2.40030 -0.08 0.12 0.08
H 2.00104 -3.45886 -0.57636 -0.14 -0.15 -0.21
H -0.11024 -2.87300 -2.20002 0.05 -0.13 -0.07
H -0.92628 1.22532 -1.78582 0.02 -0.02 -0.11
H -0.78713 -0.46232 -2.23318 0.06 -0.09 -0.02
H -3.26228 1.28157 -2.06174 0.03 0.02 -0.01
H -5.48052 0.93417 -1.08126 -0.04 0.03 0.00
H -6.84208 -1.12355 0.31696 -0.06 -0.06 0.02
H -6.61312 0.31638 1.29691 -0.04 0.00 0.08
H -6.11128 -1.26434 1.92105 -0.05 -0.02 0.06
H -3.77373 -1.78355 1.75476 -0.09 0.00 0.01
H -1.56536 -1.44949 0.75058 0.08 0.02 -0.01
H -1.36473 2.18084 0.15658 -0.02 -0.03 -0.05
H -1.27477 3.61111 2.14041 -0.06 0.01 -0.06
H 0.51506 3.32702 3.80869 0.02 0.01 0.02
H 2.23808 1.57636 3.46742 0.06 -0.03 0.00
H 2.13747 0.11680 1.49030 0.03 -0.07 -0.02